1.
CN2O3S | ωB97M-V/def2-TZVPD

```
! RIJCOSX wB97M-V def2-TZVPD def2/J DEFGRID3
* xyz 0 1
C 1.1971 0.0756 0.0219
N 1.9248 0.9898 -0.2700
N 0.7212 -1.1906 -0.0391
O -0.4151 -1.5275 0.2940
O -0.7704 1.2144 0.5126
O -2.4657 0.1565 -0.8206
S -1.8223 0.2322 0.3978
*
```

E_HOMO, Eh: -0.401
Frontier orbital gap, eV: 7.625
ΔE to the lowest compared entry with this formula, charge and spin, kJ/mol: 85.17
Maximum force, eV Å⁻¹: 5.33
Electronic energy, eV: -20989.60087

Taken from the Mulliken analysis, the atomic charges in e are: number 1, C, carries 0.529; number 2, N, carries -0.305; number 3, N, carries 0.119; number 4, O, carries -0.244; number 5, O, carries -0.467; number 6, O, carries -0.357; number 7, S, carries 0.724


2.
CN2O3S | ωB97M-V/def2-TZVPD

```
! RIJCOSX wB97M-V def2-TZVPD def2/J DEFGRID3
* xyz 0 1
C 2.1183 0.4312 0.0726
N 2.7266 1.3940 -0.1250
N -1.6513 -0.1474 -0.1055
O -0.3440 -0.5086 0.6735
O -1.4610 -0.2035 -1.2379
O -2.5129 0.0148 0.6556
S 1.1243 -0.9806 0.0667
*
```

E_HOMO, Eh: -0.379
Frontier orbital gap, eV: 9.438
ΔE to the lowest compared entry with this formula, charge and spin, kJ/mol: 148.88
Maximum force, eV Å⁻¹: 2.89
Electronic energy, eV: -20988.94059

Taken from the Mulliken analysis, the atomic charges in e are: number 1, C, carries 0.309; number 2, N, carries -0.313; number 3, N, carries 1.185; number 4, O, carries -0.399; number 5, O, carries -0.453; number 6, O, carries -0.450; number 7, S, carries 0.121


3.
CN3O2S | ωB97M-V/def2-TZVPD

```
! RIJCOSX wB97M-V def2-TZVPD def2/J DEFGRID3
* xyz -1 1
C -2.1596 -0.0302 -0.0638
N -3.1203 0.5864 0.0982
N 0.5532 0.4454 -0.3428
N 1.6700 -0.0871 -0.0873
O 1.8334 -1.2780 0.1978
O 2.6107 0.7319 -0.1542
S -0.8475 -1.0211 -0.2562
*
```

E_HOMO, Eh: -0.184
Frontier orbital gap, eV: 8.592
ΔE to the lowest compared entry with this formula, charge and spin, kJ/mol: 47.64
Maximum force, eV Å⁻¹: 3.83
Electronic energy, eV: -20434.75355

Taken from the Mulliken analysis, the atomic charges in e are: number 1, C, carries 0.347; number 2, N, carries -0.444; number 3, N, carries -0.569; number 4, N, carries 1.198; number 5, O, carries -0.712; number 6, O, carries -0.723; number 7, S, carries -0.096


4.
CN5O2 | ωB97M-V/def2-TZVPD

```
! RIJCOSX wB97M-V def2-TZVPD def2/J DEFGRID3
* xyz -1 1
C 0.2027 0.0900 0.2619
N 2.2072 -0.2893 0.4432
N 1.0600 -0.2736 1.1162
N 0.6711 0.3518 -0.9145
N 1.9619 0.1018 -0.8004
N -1.8886 -0.2086 -0.4385
O -3.0898 -0.0551 -0.1601
O -1.1244 0.2832 0.4923
*
```

E_HOMO, Eh: -0.197
Frontier orbital gap, eV: 9.091
ΔE to the lowest compared entry with this formula, charge and spin, kJ/mol: 349.38
Maximum force, eV Å⁻¹: 4.16
Electronic energy, eV: -12579.88241

Taken from the Mulliken analysis, the atomic charges in e are: number 1, C, carries 0.736; number 2, N, carries -0.330; number 3, N, carries -0.349; number 4, N, carries -0.304; number 5, N, carries -0.337; number 6, N, carries 0.103; number 7, O, carries -0.408; number 8, O, carries -0.112